Here is a structure of composition C9H21I2O2P2Ti at a distorted geometry from the Open Molecules 2025 dataset. Energies are from ωB97M-V/def2-TZVPD.

```
! wB97M-V def2-TZVPD RIJCOSX def2/J DEFGRID3
* xyz 2 2
I -0.0029 -1.4295 -3.6634
I -0.0117 1.1821 -4.6564
Ti -0.0028 -0.9175 0.1032
P -2.5113 -0.4067 0.1559
C -2.9677 -0.1820 -1.6030
C -3.7928 -1.4817 0.9476
H -4.7801 -1.0277 0.8591
H -3.8379 1.5071 0.9129
H -3.6068 -1.7049 2.0089
H -2.2788 1.5199 1.7474
H -2.6557 -1.0604 -2.1946
H -3.8134 -2.4342 0.4139
C -2.7718 1.3048 0.7870
H -4.0393 0.0121 -1.7005
H -2.3583 1.9761 0.0303
H -2.4132 0.6719 -2.0103
P 2.5080 -0.4215 0.1645
C 2.9724 -0.1971 -1.5921
C 2.7784 1.2875 0.7993
H 3.5893 -1.7298 2.0184
H 4.7714 -1.0581 0.8750
H 3.7971 -2.4570 0.4229
C 3.7807 -1.5056 0.9584
H 2.2849 1.5039 1.7593
H 3.8456 1.4838 0.9279
H 4.0453 -0.0090 -1.6859
H 2.4245 0.6604 -2.0000
H 2.3703 1.9626 0.0430
H 2.6578 -1.0731 -2.1854
C 0.0050 0.8561 -0.8554
O 0.0094 1.9427 -1.2607
C -0.0023 1.0305 2.9245
C -0.0040 -0.0208 1.9028
O -0.0091 -1.3156 2.0430
H -0.8696 1.6958 2.8300
H 0.8667 1.6937 2.8284
H -0.0017 0.6234 3.9447
*
```

Energy relative to the best compared isomer or geometry (same formula, charge and spin) (kJ/mol): 7.24
Frontier orbital gap (spin up / spin down) (eV): 7.24 / 7.31
Strongest force on any atom (eV/Å): 6.11
LUMO (spin up / spin down) (hartree): -0.305 / -0.305
⟨S²⟩: 0.76